Record 1
C9H16BFO2 | the ωB97M-V functional and the def2-TZVPD basis

Lowest unoccupied orbital energy ... 0.41 eV
HOMO ... -0.2937 hartree
2S+1 ... 1
Energy relative to the best compared isomer or geometry (same formula, charge and spin) ... 274.1 kJ/mol

Positions of all 29 atoms, in Å:
B (-0.631, -1.878, -1.581)
C (-0.602, 0.040, 0.365)
C (0.420, 0.330, -0.479)
C (-1.384, -1.270, 0.696)
C (-2.114, -2.075, -0.438)
C (1.092, -0.631, -1.468)
C (-0.454, 0.932, 2.726)
C (2.415, 1.751, 0.064)
C (-1.079, 1.108, 1.337)
C (1.049, 1.702, -0.621)
O (1.453, -0.124, -2.673)
O (-0.578, -2.481, -2.749)
F (2.127, -1.360, -0.896)
H (-0.669, -1.967, 1.141)
H (-2.108, -1.017, 1.474)
H (-2.309, -3.098, -0.161)
H (-2.978, -1.567, -0.841)
H (0.602, 1.188, 2.704)
H (-0.535, -0.093, 3.076)
H (-0.956, 1.579, 3.444)
H (2.867, 2.733, -0.061)
H (3.080, 1.008, -0.366)
H (2.318, 1.543, 1.126)
H (-0.854, 2.115, 0.994)
H (-2.166, 1.046, 1.426)
H (1.190, 1.877, -1.690)
H (0.419, 2.501, -0.239)
H (1.685, -0.848, -3.267)
H (-1.300, -3.044, -3.040)

Record 2
C5H12O2 | the ωB97M-V functional and the def2-TZVPD basis

Lowest unoccupied orbital energy ... 0.95 eV
HOMO ... -0.3563 hartree
2S+1 ... 1
Energy relative to the best compared isomer or geometry (same formula, charge and spin) ... 370.9 kJ/mol

Positions of all 19 atoms, in Å:
C (2.538, -0.691, -1.810)
O (1.937, -0.322, -0.592)
C (0.932, 0.636, -0.780)
C (0.479, 1.164, 0.565)
O (-0.527, 1.815, 0.715)
H (3.022, 0.178, -2.284)
H (1.801, -1.108, -2.513)
H (3.294, -1.450, -1.593)
H (0.081, 0.234, -1.355)
H (1.322, 1.516, -1.320)
H (1.193, 0.988, 1.392)
H (-0.507, -0.965, 1.189)
H (0.225, -0.948, 1.056)
C (-2.537, -0.827, 1.301)
C (-2.733, 0.478, 1.144)
H (-2.538, -1.517, 0.458)
H (-2.367, -1.269, 2.280)
H (-2.712, 1.172, 1.980)
H (-2.902, 0.916, 0.166)

Record 3
C32H100N8O14 | the ωB97M-V functional and the def2-TZVPD basis

Lowest unoccupied orbital energy ... -0.08 eV
HOMO ... -0.3185 hartree
2S+1 ... 1
Energy relative to the best compared isomer or geometry (same formula, charge and spin) ... 287.4 kJ/mol

Positions of all 154 atoms, in Å:
O (-2.735, 2.892, 0.042)
H (-3.623, 3.085, 0.344)
H (-2.331, 2.422, 0.771)
O (-3.249, 1.113, -2.376)
H (-3.278, 1.714, -1.632)
H (-2.543, 0.502, -2.164)
O (2.305, -1.545, 0.872)
H (2.082, -2.276, 1.449)
H (3.138, -1.800, 0.474)
O (-3.606, -4.293, 1.411)
H (-3.082, -5.023, 1.740)
H (-3.794, -3.764, 2.186)
O (-1.501, 1.801, 2.215)
H (-0.828, 1.188, 1.919)
H (-1.476, 1.741, 3.170)
O (-5.826, -0.393, -2.539)
H (-5.785, -0.289, -3.489)
H (-5.028, 0.026, -2.216)
C (1.399, -5.745, -0.803)
C (1.724, -4.771, 0.397)
C (0.468, -4.338, 1.236)
O (0.742, -3.492, 2.275)
C (-0.363, -3.069, 2.958)
N (2.711, -5.471, 1.290)
H (2.250, -5.839, -1.479)
H (0.484, -5.548, -1.361)
H (1.312, -6.735, -0.357)
H (2.159, -3.828, 0.066)
H (-0.024, -5.236, 1.609)
H (-0.217, -3.839, 0.551)
H (-0.977, -2.361, 2.400)
H (0.046, -2.466, 3.769)
H (-1.091, -3.775, 3.357)
H (3.636, -5.279, 0.932)
H (2.638, -5.020, 2.191)
C (1.102, 0.285, 4.655)
C (0.226, 1.276, 5.396)
C (0.645, 2.696, 5.159)
O (1.916, 2.895, 5.680)
C (2.147, 4.220, 5.975)
N (-1.098, 0.926, 5.039)
H (0.808, -0.765, 4.675)
H (2.103, 0.315, 5.086)
H (1.253, 0.588, 3.619)
H (0.299, 1.095, 6.469)
H (-0.128, 3.261, 5.680)
H (0.670, 2.885, 4.086)
H (3.163, 4.392, 6.331)
H (1.392, 4.626, 6.648)
H (2.113, 4.791, 5.047)
H (-1.286, -0.060, 4.921)
H (-1.754, 1.164, 5.770)
C (5.144, 1.674, -0.975)
C (5.095, 1.192, -2.404)
C (4.194, 1.961, -3.426)
O (4.403, 1.557, -4.697)
C (3.841, 2.379, -5.688)
N (6.434, 1.245, -2.955)
H (5.714, 1.014, -0.320)
H (4.121, 1.798, -0.620)
H (5.480, 2.710, -0.925)
H (4.838, 0.133, -2.417)
H (4.359, 3.037, -3.384)
H (3.165, 1.662, -3.223)
H (4.419, 3.295, -5.818)
H (2.802, 2.677, -5.552)
H (3.929, 1.715, -6.547)
H (6.757, 2.196, -2.851)
H (6.282, 1.067, -3.938)
C (3.775, 1.524, 2.824)
C (4.873, 1.942, 3.788)
C (5.290, 3.462, 3.596)
O (5.715, 3.842, 2.257)
C (5.975, 5.223, 2.113)
N (4.532, 1.474, 5.156)
H (4.144, 1.750, 1.824)
H (2.824, 2.015, 3.030)
H (3.679, 0.439, 2.857)
H (5.754, 1.372, 3.494)
H (6.058, 3.760, 4.310)
H (4.409, 4.048, 3.857)
H (5.128, 5.833, 2.425)
H (6.002, 5.494, 1.057)
H (6.981, 5.451, 2.464)
H (3.719, 1.956, 5.511)
H (5.250, 1.654, 5.844)
C (-1.364, 6.493, -0.765)
C (-0.200, 5.524, -0.624)
C (0.104, 5.188, 0.875)
O (1.450, 4.647, 0.892)
C (2.068, 4.969, 2.119)
N (-0.475, 4.361, -1.480)
H (-1.180, 7.425, -0.230)
H (-2.292, 6.206, -0.270)
H (-1.511, 6.786, -1.804)
H (0.703, 5.967, -1.042)
H (-0.637, 4.543, 1.348)
H (0.021, 6.078, 1.498)
H (2.699, 5.836, 2.318)
H (2.847, 4.218, 2.251)
H (1.384, 4.999, 2.968)
H (0.163, 3.616, -1.239)
H (-1.380, 4.034, -1.175)
C (-1.607, 0.217, -6.516)
C (-3.035, -0.073, -6.046)
C (-3.116, -1.321, -5.160)
O (-2.709, -2.506, -5.849)
C (-2.504, -3.604, -5.024)
N (-3.426, 1.146, -5.410)
H (-1.241, -0.667, -7.039)
H (-0.950, 0.342, -5.656)
H (-1.527, 1.085, -7.171)
H (-3.538, -0.250, -6.997)
H (-4.144, -1.534, -4.866)
H (-2.554, -1.136, -4.245)
H (-1.664, -3.497, -4.337)
H (-2.336, -4.462, -5.674)
H (-3.399, -3.820, -4.441)
H (-4.434, 1.174, -5.348)
H (-3.177, 1.228, -4.435)
C (-4.632, -5.115, -2.044)
C (-5.961, -5.396, -1.295)
C (-6.286, -6.819, -0.660)
O (-7.406, -6.751, 0.177)
C (-7.581, -7.913, 0.858)
N (-5.918, -4.409, -0.246)
H (-3.703, -5.080, -1.474)
H (-4.515, -4.152, -2.541)
H (-4.457, -5.928, -2.749)
H (-6.705, -5.003, -1.988)
H (-5.337, -7.156, -0.244)
H (-6.578, -7.505, -1.455)
H (-7.933, -8.632, 0.118)
H (-8.329, -7.678, 1.616)
H (-6.699, -8.332, 1.343)
H (-4.996, -4.387, 0.165)
H (-6.408, -4.827, 0.532)
C (1.005, 0.835, -1.554)
C (-0.105, 0.574, -0.458)
C (-0.781, -0.812, -0.518)
O (-1.775, -0.902, -1.560)
C (-2.683, -2.001, -1.485)
N (0.641, 0.724, 0.818)
H (0.709, 0.771, -2.601)
H (1.824, 0.123, -1.459)
H (1.333, 1.872, -1.488)
H (-0.795, 1.405, -0.601)
H (-1.188, -1.037, 0.468)
H (0.035, -1.528, -0.615)
H (-3.158, -2.129, -0.513)
H (-2.161, -2.951, -1.598)
H (-3.420, -1.750, -2.248)
H (1.388, 1.400, 0.894)
H (1.142, -0.152, 0.865)